Run a
Molecular formula: C5H7NO
Method: DFT, ωB97M-V/def2-TZVPD

Properties
Kohn-Sham gap (spin up / spin down): 7.2 / 9.2 eV
Total charge: 0
HOMO (spin up / spin down): -8.372 / -10.078 eV
LUMO energy (spin up / spin down): -1.151 / -0.869 eV

Last column: natural (NBO) charge in e.
CARTESIAN COORDINATES (ANGSTROEM)
O 0.22235 0.11472 -2.58241  -0.48
N 0.73300 2.05206 -1.13355  -0.22
C -0.26065 -0.42343 0.90214  -0.47
C 0.07650 -0.21406 -0.52538  0.09
C -0.39296 -0.88144 -1.77221  -0.12
C 0.58671 0.83883 -1.36863  0.31
C 0.33192 0.60392 1.86569  -0.60
H 1.41738 0.48181 1.89991  0.21
H -1.35826 -0.48893 0.97713  0.23
H 0.13023 1.61774 1.51318  0.23
H 0.06298 -1.44318 1.17833  0.23
H -0.06850 0.49762 2.88152  0.22
H -1.48044 -0.86185 -1.91817  0.19
H -0.00027 -1.89380 -1.91756  0.19



Run b
Molecular formula: C5H7NO
Method: DFT, ωB97M-V/def2-TZVPD

Properties
Kohn-Sham gap (spin up / spin down): 8.2 / 8.2 eV
Total charge: 0
HOMO (spin up / spin down): -7.517 / -7.517 eV
LUMO energy (spin up / spin down): 0.718 / 0.720 eV

Last column: natural (NBO) charge in e.
CARTESIAN COORDINATES (ANGSTROEM)
O 0.94301 -1.76245 -1.03563  -0.39
N 0.90116 1.77746 0.36146  -0.87
C 0.62343 0.67698 -0.48462  0.10
C -0.33023 -0.21135 0.04122  -0.15
C -0.09982 -1.51917 -0.23538  0.03
C 1.66900 -0.69989 -1.31516  0.08
C -1.62864 0.17414 0.70552  -0.62
H -1.91922 -0.59658 1.42591  0.22
H 0.89646 2.77326 0.16180  0.39
H -1.62661 1.14493 1.20831  0.23
H 2.31577 -1.15709 -2.14983  0.20
H 1.27613 1.56933 1.27960  0.37
H -2.39890 0.21405 -0.07526  0.22
H -0.62154 -2.38365 0.11205  0.19



Run c
Molecular formula: C5H7NO
Method: DFT, ωB97M-V/def2-TZVPD

Properties
Kohn-Sham gap: 9.0 eV
Total charge: 0
HOMO: -7.999 eV
LUMO energy: 0.970 eV
Structure (SMILES): Cc1cocc1N

Last column: natural (NBO) charge in e.
CARTESIAN COORDINATES (ANGSTROEM)
O 0.90844 -1.62263 -1.14889  -0.41
N 1.25821 1.46922 0.65855  -0.81
C -0.30348 -1.50937 -0.57371  0.10
C -0.44716 -0.33640 0.08914  -0.14
C 1.58741 -0.48301 -0.82858  0.00
C 0.83247 0.32268 -0.03328  0.08
C -1.76774 0.13629 0.61025  -0.63
H 0.58301 2.22189 0.67672  0.37
H -2.17720 0.92481 -0.03395  0.21
H 2.14605 1.81791 0.31896  0.37
H -0.97062 -2.35283 -0.67283  0.20
H -1.76111 0.50062 1.64240  0.22
H -2.46720 -0.70262 0.53919  0.22
H 2.57892 -0.38658 -1.24397  0.20



Run d
Molecular formula: C5H7NO
Method: DFT, ωB97M-V/def2-TZVPD

Properties
Kohn-Sham gap: 9.4 eV
Total charge: 0
HOMO: -9.523 eV
LUMO energy: -0.142 eV

Last column: natural (NBO) charge in e.
CARTESIAN COORDINATES (ANGSTROEM)
O 1.27770 -1.84396 -0.72220  -0.59
N 2.25947 -0.01322 0.49168  -0.77
C -0.09027 0.89875 -0.86324  -0.28
C 1.82154 -0.96914 -0.11857  0.78
C -0.65381 0.91350 0.49355  -0.14
C -1.18614 -0.52291 0.25794  -0.46
C -0.60133 -0.32347 -1.12666  -0.05
H 1.24271 0.48782 1.31770  0.36
H -0.71502 -0.91271 -2.03293  0.23
H -1.20603 1.74643 0.91704  0.23
H -0.66444 -1.24864 0.88775  0.23
H 0.31067 0.85001 1.62034  0.01
H 0.47189 1.63442 -1.42741  0.23
H -2.26693 -0.69688 0.30504  0.22



Least stable structure: run b



Run a
Molecular formula: C5H7NO
Method: DFT, ωB97M-V/def2-TZVPD

Properties
Kohn-Sham gap: 9.9 eV
Total charge: 0
HOMO: -9.233 eV
LUMO energy: 0.684 eV
Structure (SMILES): CO/C(C)=C/C#N

Last column: natural (NBO) charge in e.
CARTESIAN COORDINATES (ANGSTROEM)
O -0.78146 0.88144 -0.59867  -0.49
N 1.81430 -2.49358 1.60043  -0.34
C 0.67934 -0.94003 -0.12142  -0.49
C -0.16907 1.16222 -1.85375  -0.25
C -0.77045 0.11892 1.63453  -0.68
C 1.28084 -1.80255 0.83635  0.27
C -0.22215 -0.00466 0.24290  0.44
H -0.02781 -0.19806 2.36996  0.25
H -1.64775 -0.52739 1.74489  0.24
H 0.98811 -1.09940 -1.14487  0.24
H 0.38576 0.31614 -2.26438  0.18
H -0.96862 1.42829 -2.54624  0.20
H -1.07525 1.14893 1.83573  0.23
H 0.51422 2.00972 -1.73550  0.19



Run b
Molecular formula: C5H7NO
Method: DFT, ωB97M-V/def2-TZVPD

Properties
Kohn-Sham gap: 9.5 eV
Total charge: 0
HOMO: -8.648 eV
LUMO energy: 0.898 eV
Structure (SMILES): C[C@H]1C=CNC1=O

Last column: natural (NBO) charge in e.
CARTESIAN COORDINATES (ANGSTROEM)
O -0.19091 -2.24264 -0.54965  -0.59
N 1.61953 -0.82992 -0.22999  -0.63
C -1.91318 0.15543 0.14874  -0.60
C 0.60142 1.07443 0.43855  -0.25
C 1.78306 0.46582 0.29253  -0.02
C -0.43878 0.20151 -0.22238  -0.35
C 0.27746 -1.14179 -0.34873  0.69
H -2.37666 -0.68471 -0.37940  0.24
H -2.10563 0.02992 1.21732  0.21
H 0.43108 2.09899 0.73948  0.22
H -2.40755 1.07303 -0.18451  0.21
H 2.78502 0.84868 0.44226  0.22
H 2.33703 -1.53496 -0.28800  0.41
H -0.37341 0.59818 -1.24789  0.24



Least stable structure: run a



Run a
Molecular formula: C3H3NO
Method: DFT, ωB97M-V/def2-TZVPD

Properties
Kohn-Sham gap: 10.6 eV
Total charge: 0
HOMO: -9.606 eV
LUMO energy: 1.023 eV
Structure (SMILES): c1cnoc1

Last column: natural (NBO) charge in e.
CARTESIAN COORDINATES (ANGSTROEM)
O 0.55286 -1.24518 -0.10752  -0.25
N -0.77433 -1.26753 -0.08932  -0.16
C 1.08469 -0.19496 0.00380  0.18
C -1.13160 -0.02931 -0.02835  -0.05
C 0.05364 0.71505 -0.16533  -0.41
H 0.23973 1.83368 -0.19196  0.23
H -2.27543 0.24319 0.30550  0.25
H 2.25042 -0.05494 0.27316  0.22



Run b
Molecular formula: C3H3NO
Method: DFT, ωB97M-V/def2-TZVPD

Properties
Kohn-Sham gap: 10.1 eV
Total charge: 0
HOMO: -9.383 eV
LUMO energy: 0.755 eV

Last column: natural (NBO) charge in e.
CARTESIAN COORDINATES (ANGSTROEM)
O -1.11184 0.88308 -0.71843  -0.38
N -1.03760 0.27040 0.61756  -0.11
C 0.16973 0.25473 -0.79217  0.03
C -0.37246 -0.92068 0.00334  -0.09
C 0.42525 0.61515 0.65671  -0.10
H 0.00889 -1.78169 0.51335  0.22
H 1.14348 0.34778 1.40297  0.22
H 0.77456 0.33124 -1.68333  0.21



Run c
Molecular formula: C3H3NO
Method: DFT, ωB97M-V/def2-TZVPD

Properties
Kohn-Sham gap: 10.0 eV
Total charge: 0
HOMO: -9.112 eV
LUMO energy: 0.936 eV
Structure (SMILES): O=CN1C=C1

Last column: natural (NBO) charge in e.
CARTESIAN COORDINATES (ANGSTROEM)
O 1.22003 0.19557 -1.33283  -0.58
N -0.73452 0.11271 -0.16765  -0.50
C 0.13962 0.68889 -1.08581  0.51
C -0.48992 -0.09935 1.24482  -0.04
C 0.19493 -0.96581 0.62275  -0.02
H 0.91050 -1.69877 0.29000  0.27
H -0.96338 0.26678 2.13360  0.23
H -0.27726 1.49997 -1.70488  0.14



Run d
Molecular formula: C3H3NO
Method: DFT, ωB97M-V/def2-TZVPD

Properties
Kohn-Sham gap (spin up / spin down): 9.5 / 8.8 eV
Total charge: 0
HOMO (spin up / spin down): -10.482 / -9.284 eV
LUMO energy (spin up / spin down): -0.992 / -0.444 eV

Last column: natural (NBO) charge in e.
CARTESIAN COORDINATES (ANGSTROEM)
O 1.98446 1.03306 -1.12669  -0.50
N 0.14062 -0.52783 -0.83272  -0.33
C 0.98992 0.49704 -0.69575  0.60
C -1.05963 -0.16119 -0.08445  -0.25
C 0.19273 0.25986 0.44330  0.07
H -1.72226 0.72621 -0.42504  0.21
H 1.10658 -0.94965 2.40890  -0.01
H -1.63242 -0.87750 0.31245  0.22



Least stable structure: run d



Run a
Molecular formula: C3H3NO
Method: DFT, ωB97M-V/def2-TZVPD

Properties
Kohn-Sham gap: 10.3 eV
Total charge: 0
HOMO: -9.639 eV
LUMO energy: 0.707 eV
Structure (SMILES): C=C=O.C#N

Last column: natural (NBO) charge in e.
CARTESIAN COORDINATES (ANGSTROEM)
O 1.40546 1.36444 -0.52649  -0.49
N -2.04094 1.86491 0.06020  -0.29
C -1.44686 1.90807 -0.93989  0.08
C 1.19399 0.43248 0.15375  0.73
C 0.75855 -0.57772 0.86414  -0.77
H 1.11781 -1.08299 1.70614  0.26
H -0.18709 -0.86037 0.55673  0.26
H -0.69889 1.68401 -1.54928  0.21



Run b
Molecular formula: C3H3NO
Method: DFT, ωB97M-V/def2-TZVPD

Properties
Kohn-Sham gap (spin up / spin down): 6.7 / 9.3 eV
Total charge: 0
HOMO (spin up / spin down): -9.542 / -10.893 eV
LUMO energy (spin up / spin down): -2.828 / -1.617 eV

Last column: natural (NBO) charge in e.
CARTESIAN COORDINATES (ANGSTROEM)
O 0.38901 -0.67815 -1.68148  -0.47
N -0.46072 -1.90533 1.40830  -0.30
C -0.33386 -1.09698 0.59346  0.22
C -0.11106 -0.16721 -0.65019  -0.04
C 0.44066 0.91185 0.16873  -0.13
H -0.18993 1.39746 0.91325  0.21
H -1.17882 0.22109 -0.76932  0.31
H 1.44473 1.31727 0.01725  0.21



Least stable structure: run b



Run a
Molecular formula: C4H10N2O2
Method: DFT, ωB97M-V/def2-TZVPD

Properties
Kohn-Sham gap: 10.1 eV
Total charge: 0
HOMO: -9.293 eV
LUMO energy: 0.781 eV
Structure (SMILES): NC(=O)NO.C=CC

Last column: natural (NBO) charge in e.
CARTESIAN COORDINATES (ANGSTROEM)
O 2.38030 -0.54169 -0.37720  -0.56
O 0.79235 0.64786 -2.49359  -0.57
N -0.13639 1.93069 -0.86186  -0.80
N 1.85376 0.76425 -0.42752  -0.43
C 0.69087 0.93567 -1.31881  0.74
C -1.66169 0.20670 1.32265  -0.43
C -0.61702 -0.49089 0.89382  -0.19
C -0.71932 -1.89653 0.39608  -0.67
H 0.26993 -2.29016 0.15494  0.21
H 1.90994 -1.01906 0.33752  0.46
H 0.52984 0.02773 0.88708  0.20
H -1.56734 1.12566 1.88716  0.20
H -2.68055 -0.10731 1.12424  0.20
H -0.95823 2.07231 -1.42797  0.40
H -0.32830 1.90197 0.12966  0.40
H -1.11659 -2.58976 1.14025  0.23
H 2.64823 1.26642 -0.83500  0.39
H -1.28980 -1.94386 -0.53145  0.23



Run b
Molecular formula: C4H10N2O2
Method: DFT, ωB97M-V/def2-TZVPD

Properties
Kohn-Sham gap: 10.2 eV
Total charge: 0
HOMO: -9.432 eV
LUMO energy: 0.732 eV
Structure (SMILES): O=CNCCNCO

Last column: natural (NBO) charge in e.
CARTESIAN COORDINATES (ANGSTROEM)
O -2.54778 -1.03981 -0.40334  -0.72
O 0.99009 0.50641 2.85869  -0.60
N 1.91563 -0.15830 0.86450  -0.62
N -0.89626 0.36887 -1.51625  -0.64
C -2.17835 0.26263 -0.82442  0.08
C 0.23907 -0.35959 -0.92752  -0.23
C 0.99772 0.57059 0.00513  -0.25
C 1.81891 -0.09704 2.22415  0.53
H 0.29064 1.07096 0.66466  0.23
H -2.21721 0.98332 -0.00597  0.16
H -1.04199 0.07270 -2.46663  0.36
H 0.86636 -0.63393 -1.77120  0.20
H -2.17711 -1.17012 0.48524  0.47
H 1.48956 1.38605 -0.51981  0.20
H -0.08520 -1.23248 -0.35723  0.18
H 2.84205 -0.39379 0.54263  0.39
H -2.90514 0.58189 -1.55518  0.17
H 2.59902 -0.71835 2.70255  0.10



Run c
Molecular formula: C4H10N2O2
Method: DFT, ωB97M-V/def2-TZVPD

Properties
Kohn-Sham gap: 9.9 eV
Total charge: 0
HOMO: -9.323 eV
LUMO energy: 0.565 eV

Last column: natural (NBO) charge in e.
CARTESIAN COORDINATES (ANGSTROEM)
O 2.01221 1.82838 0.08007  -0.56
O -0.67760 -0.93050 -0.75435  -0.43
N 0.02726 0.27214 -0.63461  -0.21
N 1.59606 1.07466 1.14067  -0.11
C 0.70950 0.36108 0.72228  0.31
C 0.07189 -1.91306 -1.45484  -0.23
C -1.02090 1.23945 -0.63637  -0.43
C -0.16670 -0.11873 1.88975  -0.67
H -0.05067 0.43498 2.97077  0.25
H -0.26581 -1.33038 2.12059  0.23
H 1.07320 -1.90425 -1.19666  0.17
H -0.22232 -1.89997 -2.73913  0.19
H -1.46745 1.13345 -1.59101  0.23
H -1.17739 0.26802 1.64185  0.21
H -0.44457 2.27847 -0.42016  0.22
H 2.11745 0.94975 -0.76726  0.45
H -0.54727 -2.90773 -0.69786  0.19
H -1.56690 1.16424 0.32627  0.19



Run d
Molecular formula: C4H10N2O2
Method: DFT, ωB97M-V/def2-TZVPD

Properties
Kohn-Sham gap: 10.5 eV
Total charge: 0
HOMO: -9.677 eV
LUMO energy: 0.864 eV
Structure (SMILES): [H]/N=C(/N)O[C@H](O)CC

Last column: natural (NBO) charge in e.
CARTESIAN COORDINATES (ANGSTROEM)
O -1.64767 -1.20816 -0.13785  -0.72
O -1.27807 0.89662 0.71646  -0.55
N 0.50640 1.95957 1.82261  -0.84
N 0.01611 -0.29197 2.31881  -0.74
C -0.08626 0.77378 1.65071  0.69
C -1.14203 0.07367 -0.38595  0.38
C 0.78981 -1.22799 -1.73509  -0.62
C 0.40783 0.05791 -1.02624  -0.47
H 0.99558 -2.01744 -1.00526  0.20
H -0.65104 -0.98192 1.95499  0.36
H 0.56477 2.55982 1.01447  0.42
H -1.74840 0.51968 -1.18404  0.16
H -0.00702 -1.57139 -2.40039  0.21
H 1.27131 0.37495 -0.43144  0.21
H 0.34157 0.86569 -1.76468  0.20
H -0.95501 -1.78713 0.21854  0.47
H 0.93892 2.09379 2.72649  0.42
H 1.68321 -1.08947 -2.35215  0.22



Least stable structure: run c